[1]
DFT (ωB97M-V/def2-TZVPD) results for a 2-piece molecular cluster, C7H18N3O5P overall at a distorted geometry.

Element x y z (Å)
C  1.43562  4.07893  2.72921
N  0.91853  2.88610  2.06069
C  0.74702  1.69980  2.65844
O  0.99310  1.51951  3.84589
C  0.18389  0.54308  1.82409
N  -0.41250  0.93396  0.53878
C  -1.63050  1.42987  0.33134
C  -2.55769  1.67580  1.50482
O  -2.00476  1.68711  -0.80133
H  0.95162  4.20060  3.70100
H  1.24378  4.96405  2.12173
H  2.51072  3.97553  2.88718
H  0.68212  2.94992  1.08167
H  -0.54870  0.00772  2.42721
H  1.00802  -0.14015  1.62340
H  0.13890  0.77284  -0.29692
H  -2.09038  2.36040  2.20891
H  -3.48293  2.11583  1.13554
H  -2.78046  0.73091  1.99572
N  0.18406  -4.35208  -3.08307
C  -0.82140  -3.44783  -2.53372
C  -0.30385  -2.03691  -2.71748
P  1.02991  -1.64686  -1.60235
O  2.35813  -2.12334  -1.99559
O  0.75510  -2.22422  -0.16773
O  1.28638  -0.10072  -1.55976
H  -0.10326  -5.32806  -2.99996
H  0.40972  -4.12021  -4.05085
H  -1.76856  -3.56806  -3.07359
H  -1.01400  -3.66623  -1.47517
H  -1.10746  -1.32615  -2.51794
H  0.04740  -1.88657  -3.73865
H  1.66497  -2.46172  0.06232
H  2.07742  -0.10285  -2.12383

Cartesian forces (eV/Å) of the 3 atoms listed first:
0.002 -0.475 0.160
-0.136 0.596 -0.870
-0.167 -0.266 1.223

Output
Relative energy (zero: lowest compared OMol25 entry of this formula, charge and spin) (kcal per mole): 3.87
2S+1: 1
Calculated total energy (Ha): -1159.46641
Structure (SMILES): CNC(=O)CNC(C)=O.NCCP(=O)(O)O
Gap between HOMO and LUMO (eV): 9.894

Just the Mulliken charges please, in e? Sure, here they are:
1. C -0.93
2. N -0.14
3. C 0.47
4. O -0.68
5. C -0.51
6. N -0.08
7. C 0.68
8. C -1.14
9. O -0.66
10. H 0.30
11. H 0.35
12. H 0.29
13. H 0.27
14. H 0.33
15. H 0.29
16. H 0.34
17. H 0.31
18. H 0.32
19. H 0.30
20. N -0.50
21. C -0.55
22. C -0.67
23. P 1.05
24. O -0.81
25. O -0.51
26. O -0.65
27. H 0.21
28. H 0.19
29. H 0.34
30. H 0.34
31. H 0.34
32. H 0.38
33. H 0.32
34. H 0.41

[2]
DFT (ωB97M-V/def2-TZVPD) results for a 2-piece molecular cluster, C7H18N4O overall at a distorted geometry.

Element x y z (Å)
C  4.28051  -0.44825  0.92518
N  3.23698  0.49365  1.35023
C  2.19626  0.72522  0.38142
N  0.95603  0.09232  0.90153
C  -0.31338  0.38460  0.45119
N  -0.81262  -0.34790  -0.53628
C  -2.26434  -0.70061  -0.32122
C  -2.63229  -0.47334  1.13116
C  -2.43944  1.01506  1.35638
N  -1.01865  1.39258  1.04368
H  4.48665  -1.12246  1.76331
H  5.21759  0.03732  0.64132
H  3.93728  -1.09333  0.11734
H  3.61959  1.35544  1.70805
H  2.41761  0.28049  -0.59374
H  1.99334  1.78519  0.19711
H  1.05988  -0.55629  1.66720
H  -0.31077  -1.22972  -0.46527
H  -2.82879  0.00580  -0.93218
H  -2.47178  -1.71031  -0.66383
H  -2.05599  -1.07854  1.84081
H  -3.67853  -0.75846  1.26518
H  -2.72663  1.28970  2.36979
H  -3.06657  1.53586  0.63102
H  -0.52102  1.53316  1.91776
C  -1.25858  -0.45834  -3.66554
O  -1.48537  0.48645  -4.54584
H  -2.01182  -1.29560  -3.60197
H  -0.28792  -1.02306  -3.75200
H  -1.21726  -0.11665  -2.58180

Cartesian forces (eV/Å) of the 3 atoms listed first:
0.107 -0.241 0.852
0.010 -0.060 -0.811
-0.389 -0.099 0.153

Output
Relative energy (zero: lowest compared OMol25 entry of this formula, charge and spin) (kcal per mole): 82.67
2S+1: 1
Calculated total energy (Ha): -571.57079
Gap between HOMO and LUMO (eV): 4.366

Just the Mulliken charges please, in e? Sure, here they are:
1. C -0.83
2. N -0.36
3. C -0.49
4. N -0.28
5. C 0.00
6. N -0.17
7. C -0.76
8. C -0.46
9. C -0.62
10. N -0.20
11. H 0.29
12. H 0.28
13. H 0.32
14. H 0.24
15. H 0.32
16. H 0.32
17. H 0.29
18. H 0.27
19. H 0.38
20. H 0.39
21. H 0.26
22. H 0.37
23. H 0.32
24. H 0.37
25. H 0.38
26. C -0.10
27. O -0.78
28. H 0.14
29. H 0.18
30. H -0.04

[3]
DFT (ωB97M-V/def2-TZVPD) results for a 2-piece molecular cluster, C7H18NOP overall at a distorted geometry.

Element x y z (Å)
C  -0.26804  -0.99283  -1.69504
C  -2.06748  -0.93389  2.15640
C  0.61464  2.93725  -1.70105
C  0.50422  -1.77196  -0.65018
C  -1.47319  -1.80040  0.99684
C  1.81645  2.32815  -0.96502
C  -0.08291  -1.61208  0.71574
N  1.31782  1.52774  0.16860
O  1.01718  -1.66251  1.68742
P  -0.12963  1.54797  0.97972
H  0.43463  -0.50870  -2.27875
H  -0.91463  -1.53016  -2.28167
H  -0.78253  -0.25220  -1.08282
H  -1.41178  -0.72013  3.00282
H  -2.95926  -1.48522  2.52057
H  -2.43200  0.02031  1.87173
H  -0.22687  3.26707  -1.09395
H  0.82763  3.76181  -2.27150
H  0.28363  2.19366  -2.36240
H  0.46662  -2.91508  -0.91535
H  1.53352  -1.53550  -0.57019
H  -1.72983  -2.82095  1.40131
H  -2.00112  -1.74768  0.07812
H  2.41176  1.64907  -1.62985
H  2.50595  3.13200  -0.61388
H  1.91163  0.72260  0.12927
H  0.58586  -1.59692  2.62408
H  0.47582  1.40360  2.16996

Cartesian forces (eV/Å) of the 3 atoms listed first:
0.708 0.976 2.795
-0.891 -1.063 -0.117
0.282 -1.023 1.195

Output
Relative energy (zero: lowest compared OMol25 entry of this formula, charge and spin) (kcal per mole): 106.92
2S+1: 1
Calculated total energy (Ha): -748.69684
Gap between HOMO and LUMO (spin up / spin down) (eV): 6.701 / 7.636

Just the Mulliken charges please, in e? Sure, here they are:
1. C -1.22
2. C -1.28
3. C -1.30
4. C -0.61
5. C -0.18
6. C -0.20
7. C 0.15
8. N -0.16
9. O -0.54
10. P -0.10
11. H 0.31
12. H 0.45
13. H 0.27
14. H 0.31
15. H 0.37
16. H 0.31
17. H 0.37
18. H 0.41
19. H 0.26
20. H 0.31
21. H 0.35
22. H 0.29
23. H 0.29
24. H 0.24
25. H 0.31
26. H 0.27
27. H 0.34
28. H -0.02

[4]
DFT (ωB97M-V/def2-TZVPD) results for a 3-piece molecular cluster, C7H18O2 overall at a distorted geometry.

Element x y z (Å)
C  -2.29997  0.97481  1.97967
C  -1.45044  0.75582  0.76855
C  -1.03057  -0.48920  0.49609
C  -1.45295  -1.65289  1.34235
C  -0.21737  -0.85742  -0.70635
C  0.27103  0.23421  -1.64149
C  1.36974  -0.29846  -2.63390
H  -2.20201  0.33950  2.85685
H  -3.33940  1.19405  1.71908
H  -1.99615  1.90993  2.48776
H  -1.35921  1.59002  0.08481
H  -1.24246  -2.59166  0.81154
H  -2.49102  -1.71034  1.65922
H  -0.82552  -1.87517  2.21590
H  0.64888  -1.47901  -0.44726
H  -0.82590  -1.55529  -1.30031
H  -0.51592  0.65382  -2.27020
H  0.76528  1.05836  -1.12454
H  1.34635  -1.38083  -2.73792
H  2.26207  0.16670  -2.22461
H  1.18460  0.11958  -3.62074
O  3.38205  -0.77586  0.32639
H  3.24021  -1.17652  -0.53096
H  3.34345  0.18017  0.34434
O  1.33451  2.43233  0.39629
H  1.29180  2.61329  1.34446
H  0.80891  1.62006  0.40497

Cartesian forces (eV/Å) of the 3 atoms listed first:
0.119 2.235 0.928
-0.463 -1.449 0.470
-0.033 0.684 -0.111

Output
Relative energy (zero: lowest compared OMol25 entry of this formula, charge and spin) (kcal per mole): 17.21
2S+1: 1
Calculated total energy (Ha): -427.93910
Structure (SMILES): C/C=C(\C)CCC.O.O
Gap between HOMO and LUMO (eV): 9.837

Just the Mulliken charges please, in e? Sure, here they are:
1. C -1.54
2. C -0.06
3. C 0.70
4. C -1.80
5. C -0.64
6. C 0.02
7. C -1.38
8. H 0.41
9. H 0.32
10. H 0.36
11. H 0.52
12. H 0.40
13. H 0.43
14. H 0.34
15. H 0.31
16. H 0.43
17. H 0.29
18. H 0.00
19. H 0.30
20. H 0.30
21. H 0.36
22. O -0.64
23. H 0.30
24. H 0.32
25. O -0.67
26. H 0.29
27. H 0.31

[5]
DFT (ωB97M-V/def2-TZVPD) results for C7H18O2Si3 as an isolated structure at a distorted geometry.

Element x y z (Å)
C  1.19646  -2.86955  0.63307
C  0.11669  -2.43278  -0.00898
C  -0.12920  -0.95301  0.20183
C  -0.88774  -3.26631  -0.71123
C  2.15005  1.54079  -2.72047
C  0.90072  0.96838  -2.12948
C  0.36017  1.95545  -1.03126
O  -1.21706  -0.36945  -0.18321
O  0.65768  -0.16634  0.72362
Si  -0.57146  0.00116  3.86701
Si  -1.04209  1.35046  0.07392
Si  -1.23738  1.68847  2.37559
H  1.18094  -3.91036  0.85237
H  1.89872  -2.16952  0.92947
H  -0.39561  -4.19652  -0.81906
H  -1.88848  -3.31690  -0.23597
H  -1.03637  -2.69365  -1.67347
H  2.28201  2.57676  -2.47207
H  2.08777  1.48760  -3.84990
H  2.86051  0.86774  -2.22369
H  1.17427  -0.11231  -1.78179
H  0.08744  0.74969  -2.89823
H  1.22766  2.22304  -0.30606
H  0.60970  -1.05865  3.53105
H  0.05859  0.77512  4.85717
H  -1.54245  -0.70375  4.67585
H  -2.44305  1.45381  -0.67245
H  0.07947  2.93662  -1.56359
H  -2.49231  2.20280  2.61949
H  -0.14929  2.61966  2.87971

Cartesian forces (eV/Å) of the 3 atoms listed first:
-1.994 -0.774 -0.978
-0.417 1.821 1.442
1.025 0.523 -0.321

Output
Relative energy (zero: lowest compared OMol25 entry of this formula, charge and spin) (kcal per mole): 1.77
2S+1: 1
Calculated total energy (Ha): -1296.39442
Gap between HOMO and LUMO (eV): 10.188

Just the Mulliken charges please, in e? Sure, here they are:
1. C -1.11
2. C 0.45
3. C 1.10
4. C -1.06
5. C -1.16
6. C 0.03
7. C -0.62
8. O -0.43
9. O -0.62
10. Si 0.44
11. Si 0.05
12. Si 0.36
13. H 0.29
14. H 0.37
15. H 0.43
16. H 0.26
17. H 0.26
18. H 0.34
19. H 0.26
20. H 0.31
21. H 0.02
22. H 0.28
23. H 0.29
24. H -0.10
25. H -0.19
26. H -0.16
27. H -0.15
28. H 0.39
29. H -0.22
30. H -0.13

[6]
DFT (ωB97M-V/def2-TZVPD) results for a 2-piece molecular cluster, C7H19BN2O overall at a distorted geometry.

Element x y z (Å)
C  -1.15847  1.90117  3.48407
O  -0.95242  2.32624  2.15263
C  0.22668  1.85267  1.53395
C  0.12250  0.44116  0.94424
C  0.17069  -0.66753  1.99201
N  -1.07128  0.26268  0.11765
H  -0.21041  1.81108  4.02439
H  -1.69009  0.94730  3.53340
H  -1.77055  2.65661  3.97549
H  0.42020  2.54716  0.71282
H  1.07462  1.92450  2.22927
H  0.99401  0.31834  0.29161
H  -0.77834  -0.76058  2.52009
H  0.36896  -1.62718  1.51425
H  0.95748  -0.48764  2.72709
H  -1.03988  0.92348  -0.65273
H  -1.87696  0.54348  0.67072
B  -1.10793  -0.21070  -3.49311
N  0.05386  0.11660  -2.72660
C  0.69300  -0.89869  -2.29160
C  2.19988  -0.87354  -2.20504
C  0.06256  -2.18166  -1.80879
H  -2.16992  -0.41838  -2.97252
H  -0.99422  -0.27568  -4.68077
H  2.58011  -1.76315  -2.71035
H  2.54157  -0.89238  -1.16674
H  2.57144  0.01763  -2.70287
H  -0.99246  -2.04685  -1.58798
H  0.58114  -2.48845  -0.89852
H  0.19422  -2.99769  -2.52609

Cartesian forces (eV/Å) of the 3 atoms listed first:
-0.046 0.064 -0.001
-0.008 -0.044 0.038
0.114 0.096 -0.137

Output
2S+1: 1
Calculated total energy (Ha): -487.65543
Structure (SMILES): COC[C@@H](C)N.BN=C(C)C
Gap between HOMO and LUMO (eV): 9.594

Just the Mulliken charges please, in e? Sure, here they are:
1. C -0.65
2. O -0.38
3. C -0.91
4. C 1.00
5. C -1.52
6. N -0.54
7. H 0.30
8. H 0.22
9. H 0.26
10. H 0.36
11. H 0.46
12. H -0.08
13. H 0.29
14. H 0.30
15. H 0.37
16. H 0.23
17. H 0.29
18. B 0.26
19. N -0.58
20. C 1.03
21. C -1.29
22. C -1.40
23. H -0.08
24. H -0.06
25. H 0.38
26. H 0.29
27. H 0.34
28. H 0.42
29. H 0.28
30. H 0.41